# 1
The following is a DFT calculation (ωB97M-V/def2-TZVPD) of a 15-piece molecular cluster, ClH28O18 overall.

The geometry in XYZ format:
```
47
Properties=species:S:1:pos:R:3:forces:R:3
O 12.168 18.863 -17.116 -0.5 -0.1 -0.3
H 13.295 20.291 -21.763 2.8 0.9 1.1
O 18.415 17.428 -19.845 1.0 0.1 0.0
O 16.496 15.581 -18.824 2.2 -0.3 0.8
H 12.133 19.486 -21.505 -0.2 0.6 -0.5
O 14.199 20.227 -20.233 1.5 -3.4 0.4
O 14.550 17.781 -20.822 -0.2 2.3 0.7
H 12.974 21.219 -19.294 1.3 -0.9 -1.1
H 11.914 21.906 -18.722 -1.8 1.2 0.3
H 18.015 17.757 -20.648 -0.2 0.2 -0.2
O 13.717 15.723 -19.260 -0.3 -1.4 0.5
H 17.871 19.591 -18.706 -0.1 -0.3 -0.5
O 15.883 15.410 -21.796 -0.5 0.8 0.7
H 13.243 18.702 -23.096 -0.3 1.5 0.4
Cl 14.846 18.877 -19.879 2.3 0.5 1.8
H 16.831 15.471 -21.819 0.8 -0.3 -0.2
O 12.467 20.160 -22.133 -3.1 -1.2 -0.8
H 16.601 21.202 -18.164 -0.4 1.1 -0.1
H 12.373 18.018 -24.172 -1.1 0.5 -0.6
H 16.797 17.077 -17.462 0.0 -0.5 -0.3
O 13.128 17.936 -23.625 1.3 -2.2 0.0
O 15.890 21.878 -18.331 1.6 -0.2 0.7
H 14.476 16.654 -17.014 0.2 0.2 0.0
O 17.933 20.009 -17.847 0.0 0.3 0.0
H 18.668 19.561 -17.443 0.5 -0.1 0.5
H 12.831 18.402 -17.627 0.0 -1.0 0.3
H 16.743 18.463 -17.055 0.5 3.8 -0.9
H 15.399 21.484 -19.032 -0.7 -0.2 -1.0
H 12.588 16.818 -22.008 0.0 -0.3 -0.4
H 15.567 15.674 -18.950 -2.0 -0.1 -0.1
O 12.330 15.948 -21.660 -0.1 0.0 0.0
H 17.746 16.863 -19.455 -0.4 -0.4 0.2
H 11.607 16.098 -21.046 -0.1 0.1 0.0
H 12.278 19.701 -17.579 -0.4 0.8 0.5
H 16.630 15.000 -18.054 -0.3 0.3 -0.5
H 15.685 16.098 -21.120 -0.2 -0.8 -0.8
O 14.425 18.443 -18.490 0.7 0.3 -4.5
O 13.932 16.126 -16.427 0.1 -1.4 -1.0
H 15.159 20.741 -17.199 0.3 1.5 0.0
O 14.804 20.085 -16.619 -0.1 -0.7 0.7
O 12.599 21.336 -18.444 0.0 0.0 0.9
H 13.232 14.910 -19.523 0.6 0.8 0.2
H 13.574 16.319 -19.990 -0.1 0.2 -0.6
O 16.552 17.640 -16.729 -0.4 -3.3 1.4
H 14.626 19.415 -17.296 -0.1 0.2 1.2
O 16.341 19.104 -19.876 -3.6 -0.3 -0.3
H 13.730 16.690 -15.712 -0.3 1.1 1.2
```
Forces are in eV/Å.

Properties
Relative energy (zero: lowest compared OMol25 entry of this formula, charge and spin), kcal per mole: 27.2
E, eV: -49827.2595
Net charge: -1



# 2
The following is a DFT calculation (ωB97M-V/def2-TZVPD) of C17H19BrO14Pd as an isolated structure.

The geometry in XYZ format:
```
52
Properties=species:S:1:pos:R:3:forces:R:3
H 4.448 0.136 -2.025 -1.2 0.9 -0.6
H 0.293 -5.025 -1.677 0.2 0.5 -0.3
H -1.865 -5.006 -0.832 -0.1 0.0 0.2
C 2.310 -0.132 0.049 -4.5 2.3 2.9
H -0.121 4.263 2.375 0.9 0.8 0.1
C 3.984 -1.325 -0.683 1.3 -0.7 -0.5
H 1.707 2.682 2.288 0.2 -0.1 0.0
C 0.178 -4.427 -0.773 1.6 -0.8 -0.5
O -1.649 -0.223 2.247 -1.5 -2.6 2.5
H -1.291 3.270 2.630 -0.6 -1.5 0.5
H -3.320 -1.376 5.540 0.1 0.3 0.2
C -0.232 2.226 -3.083 -1.5 -2.2 2.3
H 0.900 2.869 3.844 0.0 -0.4 0.3
H -1.466 0.931 -4.281 0.0 0.0 0.0
O -1.734 -1.071 4.302 1.3 0.3 0.4
H -1.933 -2.477 5.633 -0.5 -0.6 0.1
O -3.305 -1.685 2.927 0.5 1.3 -2.8
C -2.586 -1.929 4.953 -0.1 -1.3 2.8
H 1.472 5.129 -4.109 0.0 0.0 0.5
C -0.540 2.584 -5.478 -2.0 -0.7 0.3
H 5.110 0.634 -0.623 0.3 -0.5 1.0
O 3.147 0.783 -0.448 -2.1 1.3 -1.0
O -1.452 -3.370 0.376 -1.4 -2.1 1.2
C -2.156 -0.994 3.069 0.8 4.4 -4.4
C 0.828 4.262 -4.123 -1.6 -0.2 -5.3
H 4.813 -1.864 -0.225 0.0 -0.1 -0.4
O 1.172 0.012 0.516 3.6 0.0 -1.7
H 3.538 -1.814 -1.550 0.6 -0.4 -0.3
C 0.551 3.475 -3.055 3.6 3.7 3.6
O -1.131 2.274 -6.533 0.9 0.4 0.4
C -1.083 -4.668 -0.152 -2.8 -0.7 2.0
O 0.554 4.548 -6.458 -0.1 0.6 -1.4
C -0.788 -2.458 -0.280 -1.9 3.0 1.3
C -3.338 -2.664 3.878 -0.4 -0.9 1.2
H -2.880 -3.583 3.512 0.0 -0.2 0.1
C 0.796 2.452 2.842 -0.1 -0.2 -0.7
C 0.311 3.949 -5.419 0.5 -1.5 1.9
O -0.401 1.544 -1.989 0.3 0.3 0.0
O -0.459 3.228 0.755 0.0 -2.4 1.1
H 0.944 -4.733 -0.061 0.6 0.5 -0.1
Br -3.800 1.592 0.322 0.3 -0.1 0.0
O 0.114 -3.052 -0.987 3.3 1.4 -2.9
O -1.070 -1.283 -0.167 0.9 -1.9 -1.1
H -4.387 -2.763 4.156 0.1 -0.6 0.1
C -0.813 1.790 -4.244 1.5 2.0 -1.9
O 1.171 4.021 -2.040 -1.7 -2.9 0.2
C 4.216 0.110 -0.960 3.7 1.0 -2.1
H 0.653 1.372 2.810 0.0 -0.1 0.3
O 2.995 -1.217 0.222 -1.8 -3.5 2.8
H -0.912 -5.337 0.691 -0.7 -0.3 0.1
C -0.311 3.213 2.156 -0.9 2.3 -1.4
Pd -1.182 1.130 0.162 0.4 1.9 -0.7
```
Forces are in eV/Å.

Properties
2S+1: 4
E, eV: -120114.5334
Net charge: -3
<S²>: 3.762



# 3
The following is a DFT calculation (ωB97M-V/def2-TZVPD) of the molecule C17H15ClFNO4.

The geometry in XYZ format:
```
39
Properties=species:S:1:pos:R:3:forces:R:3
C -0.071 -4.514 -4.155 -0.1 -0.1 -0.2
N 1.782 -0.318 1.614 0.3 -0.1 -0.1
C -0.486 -2.251 -3.419 0.0 0.1 0.1
H -1.842 -2.810 -6.491 0.0 0.0 -0.1
C 0.561 1.368 2.835 -0.1 0.3 0.3
C 1.876 -1.277 0.536 -0.5 0.0 0.0
C -0.469 3.399 3.627 0.2 -0.2 0.1
H 0.292 4.161 5.468 0.0 0.1 0.1
O -1.337 4.440 3.566 0.2 0.0 0.2
H 1.927 2.332 5.767 0.0 0.0 0.1
H -2.883 3.642 2.433 0.0 0.0 0.0
C -0.359 -1.155 -2.400 -0.1 0.6 -0.3
H -2.816 5.411 2.634 0.0 -0.1 -0.1
C -0.374 2.387 2.681 -0.1 0.1 -0.1
C 1.289 2.348 4.896 0.0 0.1 0.0
H 2.625 0.086 1.986 -0.1 0.0 0.0
H -1.007 2.354 1.809 -0.1 0.0 -0.1
C 0.378 3.371 4.739 -0.1 0.0 -0.1
H 2.092 0.533 4.097 0.1 -0.1 0.0
C -0.756 -4.240 -5.324 0.0 0.2 0.2
H 0.130 -0.274 -2.838 -0.2 -0.2 0.1
C -2.222 4.513 2.472 -0.2 0.0 -0.2
O 0.390 -1.584 -1.270 -0.2 -0.6 -0.2
Cl -1.862 -0.459 -4.901 -0.1 0.2 -0.1
C -1.171 -2.012 -4.610 0.2 -0.4 0.2
H 2.924 -1.484 0.320 -0.1 0.0 0.0
O 1.456 0.395 -1.153 0.0 -0.1 0.0
F -0.888 -5.205 -6.253 0.0 0.0 0.0
H -1.681 4.601 1.525 0.0 0.0 0.0
C 0.594 0.323 1.780 0.2 -0.1 0.2
H -1.352 -0.848 -2.048 0.2 0.0 0.0
H 1.357 -2.202 0.806 0.2 0.1 -0.1
H 0.580 -3.702 -2.288 0.0 0.0 0.1
C -1.313 -2.998 -5.571 0.1 -0.2 0.0
H 0.348 -5.494 -3.994 0.0 -0.1 0.0
O -0.373 0.029 1.100 -0.2 0.0 0.1
C 1.393 1.342 3.948 -0.1 -0.1 -0.3
C 1.209 -0.696 -0.714 0.5 0.2 0.1
C 0.056 -3.512 -3.210 -0.1 0.1 -0.1
```
Forces are in eV/Å.

Properties
Relative energy (zero: lowest compared OMol25 entry of this formula, charge and spin), kcal per mole: 0.0
E, eV: -42793.0106
Structure (SMILES): COc1cccc(C(=O)NCC(=O)OCc2ccc(F)cc2Cl)c1



- Among the records above, which one has the lowest E?
  C17H19BrO14Pd



- Number 2 is which compound?
  C17H19BrO14Pd



- Among the records above, which one has the highest E?
  C17H15ClFNO4